[1]
65
Properties=species:S:1:pos:R:3:lowdin_charge:R:1 method="wB97M-V/def2-TZVPD" homo_energy_ha=-0.315 e_above_lowest_kj_mol=20.2 energy_ha=-1304.71513 smiles="COCCCCC(=O)N[C@H]1CC[C@@H](N(C)C(=O)c2cnc3n2CC[C@@H](C)C3)CC1" gap_ha=0.3369
O -2.6965 0.5301 1.2455 0.049
O 4.0467 -4.3833 -2.1853 -0.196
O 1.1856 -1.2069 -5.5051 0.060
N -2.4713 2.4577 3.3201 0.042
N 1.2963 -1.0817 -3.2552 0.112
N -0.9487 1.4369 0.1199 -0.047
N -1.9482 4.5925 3.0510 0.115
C 4.6657 -5.3747 -1.4009 -0.117
C -4.2052 2.9926 7.2146 -0.074
C -2.4756 3.6954 3.8617 -0.297
C -3.0013 3.9652 5.2312 -0.084
C 4.4917 -4.4113 -3.5272 -0.252
C -3.8821 2.8240 5.7371 -0.386
C 1.8488 -1.0480 -4.4940 -0.507
C -0.1233 -0.8035 -0.5777 -0.130
C -1.0526 0.3719 -0.8793 -0.293
C -3.1695 1.5042 5.4573 -0.149
C 3.7827 -3.3200 -4.2995 -0.174
C -1.0090 -0.1997 -3.3218 -0.131
C -1.5689 3.8969 1.9461 -0.093
C -3.0104 1.2607 3.9662 -0.112
C 4.1164 -1.9262 -3.7836 -0.200
C -1.8659 1.4283 1.1326 -0.384
C -1.8848 2.5663 2.0702 -0.125
C -0.1092 -1.4059 -3.0435 -0.305
C -0.3062 -1.9104 -1.6162 -0.131
C -0.8094 0.9050 -2.2904 -0.136
C 3.3503 -0.8272 -4.5253 -0.109
C 0.2750 2.2203 0.1511 -0.044
H 1.9054 -1.0064 -2.4587 0.128
H -3.9669 1.0169 3.5036 0.129
H 0.3753 -2.7427 -1.4222 0.118
H 2.7049 -3.4954 -4.2368 0.120
H 4.2805 -5.3944 -3.9688 0.124
H 0.4983 2.5394 1.1647 0.089
H 0.2179 3.1032 -0.4902 0.091
H -2.0502 -0.5372 -3.3007 0.125
H -0.3424 -1.1860 0.4211 0.123
H 0.9177 -0.4614 -0.5645 0.101
H 5.1899 -1.7436 -3.8870 0.118
H 3.6352 -0.7982 -5.5760 0.120
H -2.1545 4.0976 5.9140 0.129
H 3.8997 -1.8862 -2.7134 0.103
H -0.8071 0.1630 -4.3299 0.114
H -4.6790 3.9564 7.4086 0.080
H 5.5813 -4.2607 -3.5595 0.126
H -2.3429 0.4260 3.7664 0.125
H 0.2115 1.2929 -2.3736 0.110
H 4.2715 -5.2912 -0.3903 0.086
H 5.7536 -5.2390 -1.3726 0.088
H -2.0783 0.0087 -0.8185 0.146
H 4.4508 -6.3788 -1.7858 0.087
H -1.1223 4.3956 1.1022 0.105
H -0.3608 -2.1971 -3.7525 0.147
H -3.2918 2.9432 7.8128 0.083
H -1.4858 1.7391 -2.4895 0.124
H -3.5390 4.9140 5.2149 0.126
H 4.0520 -3.4014 -5.3564 0.127
H -2.1874 1.5190 5.9429 0.129
H -3.7266 0.6673 5.8839 0.122
H 3.5821 0.1473 -4.0863 0.119
H 1.1048 1.6073 -0.2002 0.082
H -4.8784 2.2087 7.5645 0.078
H -4.8185 2.8298 5.1668 0.148
H -1.3220 -2.3051 -1.5327 0.125

[2]
46
Properties=species:S:1:pos:R:3:lowdin_charge:R:1 method="wB97M-V/def2-TZVPD" charge=+2 homo_energy_ha=-0.590 e_above_lowest_kj_mol=207.9 energy_ha=-3213.88128 gap_ha=0.2942
W 0.3083 0.1067 0.6793 1.685
Ge 1.1062 -1.2334 2.7007 0.826
O -0.4698 1.7204 1.2752 -0.245
O -1.3043 0.4324 -0.8060 -0.215
O 1.6403 3.1053 -0.4717 0.188
O 1.3855 0.8990 -0.8470 -0.220
O -0.8153 3.9384 1.4278 0.249
N 0.4255 -1.5107 -0.7702 -0.121
N -0.1178 -3.2558 -1.9568 0.121
C 1.6805 0.7017 2.6596 -0.211
C 1.0995 -2.8316 -2.4385 -0.014
C -0.6786 -1.0498 1.6583 -0.292
C -0.3165 2.3372 -1.6849 -0.060
C -2.1559 1.0745 -2.9010 -0.060
C 1.0431 2.2099 -0.9801 -0.524
C -3.1852 1.4024 -1.7959 -0.063
C -2.3050 1.5177 -0.5702 -0.182
C 1.2271 -2.0441 4.4360 -0.135
C -0.8464 0.9822 -2.1377 -0.189
C -0.8555 2.9930 0.7374 -0.426
C -0.4918 -2.4535 -0.9634 -0.128
C -1.4077 2.7685 -0.6392 -0.065
C 1.4324 -1.7464 -1.7030 -0.103
C 2.4815 -1.7432 1.3647 -0.196
H -0.1054 0.3155 -2.5588 0.149
H 2.7469 -1.0186 0.5856 0.028
H 1.6064 -3.3336 -3.2438 0.142
H -0.6508 -4.0438 -2.2953 0.184
H -3.9183 0.6083 -1.6768 0.132
H -0.2230 3.0562 -2.4975 0.183
H 0.5621 -1.5664 5.1512 0.056
H -3.7229 2.3333 -1.9665 0.140
H 1.0298 1.3682 3.2167 0.066
H 2.2942 -1.1096 -1.7862 0.124
H 1.9893 1.2577 1.7504 0.051
H -2.7823 1.3366 0.3875 0.174
H 2.2686 -1.8899 4.7205 0.057
H -2.0934 1.8381 -3.6748 0.140
H 2.3094 -2.7049 0.8890 0.047
H 3.3765 -1.7776 1.9946 0.066
H 1.0076 -3.1078 4.3786 0.052
H -2.3800 0.1281 -3.3879 0.129
H -1.4179 -2.5599 -0.4263 0.146
H -1.4875 -1.6892 1.9997 0.045
H 2.6660 0.5851 3.1210 0.087
H -1.9556 3.6533 -0.9544 0.182

[3]
22
Properties=species:S:1:pos:R:3:lowdin_charge:R:1 method="wB97M-V/def2-TZVPD" charge=+1 homo_energy_ha=-0.482 e_above_lowest_kj_mol=147.8 energy_ha=-1199.72341 gap_ha=0.2905
S -2.2614 -0.0517 2.3226 1.134
S 0.3303 -0.3136 4.0193 0.972
N 0.4522 -0.3040 0.9635 -0.288
C -2.6489 1.0185 -1.4511 -0.052
C 1.6149 0.4656 1.2661 -0.074
C 0.7468 -1.6841 0.8640 -0.050
C -0.3423 0.6298 -1.1599 0.019
C -0.5359 0.1621 0.1368 -0.305
C -0.7569 -0.0747 2.9526 -0.964
C -1.3760 1.1322 -1.9177 -0.067
C -2.9517 0.5990 -0.1295 -0.050
C -1.8141 0.2343 0.6021 -0.389
H 0.7491 0.7949 -1.3292 0.148
H 2.5449 0.0930 0.7393 0.130
H 0.6526 -1.9925 1.9911 0.100
H -3.4225 1.4047 -2.1847 0.144
H -3.8520 0.7947 0.3124 0.080
H 1.8188 0.3034 2.3053 0.009
H 1.3800 1.5266 1.1698 0.124
H 0.1848 -2.3340 0.2241 0.099
H 1.8515 -1.9021 0.5116 0.141
H -1.1874 1.3657 -2.9885 0.139